165
Properties=species:S:1:pos:R:3:forces:R:3 method="wB97M-V/def2-TZVPD" gap_ev=10.566 e_above_lowest_kcal_mol=91.03 energy_ev=-222394.819 total_charge=0 lumo_energy_ev=-0.165
O 19.536 16.884 8.761 -2.0 -0.6 0.9
S 18.423 16.462 9.608 0.6 -0.9 1.7
O 17.026 16.442 9.206 1.8 -0.2 0.0
O 18.764 14.894 10.185 -0.5 1.6 -1.2
C 20.160 14.563 10.282 0.3 -1.6 0.1
C 20.283 13.086 10.741 -0.7 0.9 -0.7
C 18.515 17.284 11.259 0.2 -0.3 -1.8
H 20.651 15.193 11.024 0.1 0.2 -0.2
H 20.647 14.566 9.306 -0.1 0.8 0.0
H 19.930 12.399 9.972 -0.2 0.2 -0.2
H 19.620 12.945 11.595 0.5 -0.2 0.4
H 21.345 12.872 10.863 -0.1 0.0 0.6
H 17.947 16.694 11.977 0.0 0.1 -0.2
H 18.098 18.277 11.090 0.0 0.0 0.3
H 19.583 17.319 11.478 -0.1 0.1 0.1
O 22.307 18.051 14.966 -1.7 -0.5 -2.5
S 21.377 17.769 13.851 -0.7 0.7 1.0
O 21.599 18.249 12.486 -0.1 -1.0 2.0
O 21.126 16.153 13.753 1.1 1.1 -0.3
C 21.211 15.439 15.004 -1.3 -0.3 0.5
C 21.052 13.960 14.772 0.1 -0.7 -1.0
C 19.610 18.245 14.337 2.2 -0.1 -0.1
H 20.340 15.764 15.573 0.0 0.2 0.4
H 22.104 15.662 15.589 0.1 0.2 -0.5
H 21.728 13.586 14.003 0.8 0.0 0.4
H 20.119 13.599 14.339 -0.5 0.8 0.3
H 21.160 13.429 15.718 0.3 -0.1 -0.1
H 18.994 17.770 13.573 -0.1 0.2 0.5
H 19.572 19.334 14.368 0.0 -0.1 -0.3
H 19.488 17.889 15.360 -0.2 -0.3 -0.2
O 14.529 11.116 15.328 -1.5 -1.6 -0.5
S 13.856 9.958 14.731 0.1 -0.3 -0.6
O 14.663 8.854 14.255 -0.9 1.1 0.3
O 12.786 9.354 15.822 2.2 2.0 -0.5
C 12.109 8.168 15.546 -1.4 -1.6 -0.4
C 10.758 8.374 16.136 -1.0 0.5 0.8
C 12.677 10.507 13.388 0.6 -0.3 1.2
H 12.569 7.249 15.910 0.6 0.4 0.3
H 11.882 7.970 14.498 0.7 0.3 -0.4
H 10.184 7.450 16.209 -0.1 0.1 -0.3
H 10.255 9.149 15.557 -0.4 -0.3 -0.2
H 10.778 8.816 17.133 0.4 -0.2 0.2
H 11.967 11.190 13.855 0.2 0.2 0.0
H 12.134 9.636 13.022 0.3 -0.1 0.0
H 13.268 10.975 12.601 0.1 0.0 0.1
O 15.470 18.328 12.419 -1.3 -0.6 -0.1
S 14.058 18.076 12.246 -1.3 -0.9 -0.5
O 13.395 18.334 10.964 1.1 -0.2 2.2
O 13.782 16.467 12.614 1.6 1.6 0.0
C 12.488 15.926 12.411 -0.4 -0.4 -0.7
C 12.521 14.479 12.889 -0.6 0.4 0.0
C 13.107 18.775 13.655 0.4 0.1 -0.7
H 12.259 16.014 11.349 0.0 -0.3 -0.1
H 11.686 16.489 12.888 0.3 0.2 0.6
H 13.025 14.353 13.847 0.2 0.1 -0.1
H 12.945 13.815 12.136 0.1 0.0 0.1
H 11.486 14.210 13.101 0.0 -0.3 -0.2
H 13.750 19.502 14.152 -0.1 0.1 -0.2
H 12.845 17.999 14.373 0.1 -0.1 -0.3
H 12.199 19.220 13.248 0.2 0.1 0.1
O 11.431 13.309 15.875 -0.9 -0.8 3.0
S 11.047 13.077 17.287 -0.7 0.3 0.2
O 10.371 14.135 18.056 1.3 -1.5 -1.4
O 10.067 11.745 17.325 0.2 1.5 -0.4
C 9.637 11.273 18.604 -0.8 -1.0 1.5
C 8.187 10.797 18.625 -0.3 -0.3 -0.8
C 12.382 12.333 18.293 -0.1 1.3 -1.4
H 9.666 11.905 19.492 0.6 1.2 -0.6
H 10.297 10.455 18.893 0.0 -0.3 -0.3
H 7.997 10.145 17.772 -0.1 0.0 0.0
H 7.436 11.587 18.636 0.3 0.3 -0.4
H 7.941 10.233 19.525 0.5 -0.2 0.1
H 12.021 12.248 19.318 0.0 -0.1 -0.4
H 13.247 12.995 18.243 -0.2 0.2 0.1
H 12.666 11.418 17.773 -0.2 -0.1 0.3
O 19.787 17.438 17.817 -0.8 -1.6 2.2
S 19.479 16.667 19.042 0.3 0.3 0.8
O 20.484 16.592 20.137 -2.8 0.0 -2.8
O 18.081 17.289 19.762 2.5 -0.6 -0.5
C 16.994 17.677 18.942 -1.6 1.1 0.8
C 16.069 18.620 19.863 0.4 -1.3 -0.9
C 18.837 14.945 18.540 1.1 1.2 -0.1
H 16.456 16.776 18.646 -0.3 0.0 0.0
H 17.283 18.195 18.028 0.4 0.2 0.2
H 15.342 19.187 19.281 0.4 0.2 -0.4
H 16.672 19.282 20.483 0.0 0.0 -0.2
H 15.416 18.023 20.501 0.4 -0.3 0.2
H 18.663 14.292 19.396 0.0 0.5 0.2
H 19.634 14.537 17.919 0.2 0.0 0.1
H 17.968 15.036 17.888 -0.1 0.4 0.3
O 17.649 15.628 14.422 -0.6 -1.3 0.4
S 17.084 14.351 14.835 -1.1 0.2 0.9
O 17.985 13.338 15.398 -2.0 1.5 -0.6
O 15.832 14.638 15.956 2.4 -1.0 -1.1
C 15.157 15.891 15.821 0.1 0.6 -0.2
C 13.844 15.774 16.547 0.0 0.0 -0.2
C 16.055 13.663 13.495 1.5 0.5 0.3
H 14.993 16.139 14.772 -0.1 -0.2 -0.2
H 15.789 16.696 16.195 0.1 -0.1 0.3
H 13.974 15.353 17.544 0.1 0.0 0.0
H 13.187 15.134 15.958 -0.2 0.0 0.2
H 13.405 16.767 16.643 -0.2 0.0 0.0
H 15.556 12.748 13.814 0.2 0.2 0.1
H 16.838 13.502 12.754 -0.2 -0.4 -0.3
H 15.395 14.433 13.094 -0.1 0.1 0.4
O 17.656 7.639 14.284 1.6 2.2 -0.9
S 18.484 8.776 13.865 -0.3 -0.3 -1.0
O 19.822 8.966 14.457 -2.4 -0.2 -1.3
O 18.545 8.748 12.165 0.3 -0.4 2.1
C 19.668 9.433 11.551 0.2 -1.4 -0.4
C 19.566 9.175 10.017 0.1 1.1 0.8
C 17.544 10.347 13.861 0.6 -0.5 0.7
H 20.570 8.976 11.958 0.1 -0.1 -0.2
H 19.725 10.469 11.884 -0.4 0.2 -0.5
H 18.682 9.650 9.592 -0.1 -0.1 0.2
H 19.589 8.128 9.712 0.0 0.0 0.5
H 20.409 9.686 9.553 0.2 -0.1 0.0
H 16.609 10.263 13.307 0.2 -0.4 0.1
H 18.194 11.081 13.385 0.0 -0.1 0.1
H 17.382 10.627 14.901 -0.1 0.0 -0.1
O 15.392 11.674 11.260 0.3 -1.3 0.0
S 15.764 11.923 9.892 0.8 2.4 -2.0
O 17.128 11.719 9.335 -3.6 -0.4 1.5
O 14.661 11.310 8.854 1.6 -0.6 0.3
C 13.252 11.375 9.088 -0.4 0.6 1.2
C 12.490 10.770 7.938 0.2 0.6 0.0
C 15.364 13.667 9.696 0.9 -0.9 -0.4
H 12.967 12.409 9.285 0.0 0.3 -0.5
H 12.970 10.915 10.035 0.4 -0.6 0.0
H 12.911 9.791 7.707 -0.4 0.0 -0.1
H 12.506 11.433 7.074 0.4 -0.2 -0.2
H 11.440 10.752 8.229 0.0 -0.5 0.1
H 15.513 13.895 8.641 -0.2 0.2 0.1
H 16.147 14.154 10.278 -0.3 0.3 0.0
H 14.348 13.846 10.048 0.3 0.1 0.0
O 15.645 13.917 19.185 0.0 -2.2 0.3
S 16.044 12.545 19.499 0.9 -0.4 1.7
O 16.832 12.321 20.758 -2.0 0.3 -3.4
O 14.685 11.563 19.537 1.0 4.0 -1.1
C 14.758 10.363 20.199 0.4 -1.2 1.7
C 13.343 9.801 20.175 0.8 -0.2 -1.0
C 16.896 11.765 18.051 -0.4 1.5 1.7
H 15.085 10.551 21.221 0.1 -0.2 0.1
H 15.533 9.783 19.699 -0.3 -0.8 0.1
H 13.259 8.886 20.761 -0.2 0.3 0.2
H 13.160 9.560 19.128 -0.3 -0.3 -0.1
H 12.648 10.604 20.421 0.0 -0.4 0.5
H 16.208 11.687 17.209 -0.1 -0.3 0.3
H 17.332 10.875 18.506 0.0 -0.1 -0.6
H 17.627 12.541 17.823 0.3 -0.4 -0.2
O 11.085 19.874 15.595 0.6 -0.4 1.0
S 11.031 19.865 17.033 -0.4 0.1 2.0
O 9.845 20.413 17.677 1.5 -0.8 -0.5
O 11.271 18.284 17.539 0.4 2.4 -2.0
C 10.702 17.761 18.715 -0.8 -0.9 1.5
C 11.824 17.257 19.665 -0.9 1.0 -0.4
C 12.546 20.712 17.782 -1.0 -0.5 -0.7
H 10.033 16.949 18.428 0.3 -0.2 -0.3
H 10.023 18.469 19.190 0.3 0.4 0.0
H 12.011 18.037 20.403 0.4 0.1 -0.1
H 12.687 17.115 19.014 0.2 -0.4 0.5
H 11.522 16.385 20.244 0.1 -0.2 -0.4
H 13.422 20.165 17.437 -0.1 0.1 0.0
H 12.507 20.755 18.871 -0.4 -0.5 -0.1
H 12.532 21.748 17.443 0.0 -0.2 -0.3